Entry from the OMol25 dataset: a molecular structure, C54H85N4O4W in a non-equilibrium geometry (ωB97M-V/def2-TZVPD).

Each line ends with the natural charge from an NBO analysis.
CARTESIAN COORDINATES (ANGSTROEM)
W (0.24, 1.09, -0.41)  2.249
C (5.49, -4.98, -0.34)  -0.593
C (4.65, -4.78, -1.62)  -0.080
C (3.97, -6.10, -1.99)  -0.605
C (5.57, -4.36, -2.78)  -0.600
C (3.63, -3.68, -1.32)  -0.024
C (3.97, -2.34, -1.41)  -0.162
C (3.05, -1.35, -1.10)  -0.109
C (3.50, 0.09, -1.13)  -0.224
N (2.62, 0.96, -1.91)  -0.447
C (2.55, 0.53, -3.32)  -0.222
C (1.31, -0.29, -3.62)  -0.229
N (0.08, 0.29, -3.08)  -0.435
C (-0.29, 1.54, -3.78)  -0.248
C (-0.48, 2.70, -2.78)  -0.226
N (0.51, 2.62, -1.72)  -0.709
C (1.77, 3.25, -2.10)  -0.235
C (3.02, 2.36, -1.86)  -0.217
C (-0.86, 2.96, 0.65)  -0.623
C (-0.39, 2.75, 2.00)  0.034
C (-0.06, 3.78, 2.89)  -0.286
C (0.33, 3.49, 4.18)  0.014
C (0.41, 2.13, 4.56)  -0.119
C (0.15, 1.06, 3.72)  -0.121
C (-0.24, 1.39, 2.40)  0.445
O (-0.42, 0.50, 1.45)  -0.705
C (0.26, -0.39, 4.19)  -0.064
C (0.74, -0.48, 5.64)  -0.608
C (-1.14, -1.02, 4.10)  -0.608
C (1.26, -1.19, 3.33)  -0.611
C (0.69, 4.56, 5.20)  -0.085
C (-0.18, 4.41, 6.46)  -0.598
C (2.18, 4.38, 5.56)  -0.592
C (0.50, 5.98, 4.65)  -0.604
C (-0.95, -0.74, -3.27)  -0.231
C (-2.35, -0.39, -2.89)  -0.128
C (-3.36, -0.80, -3.74)  -0.153
C (-4.70, -0.67, -3.40)  -0.006
C (-4.96, -0.18, -2.13)  -0.214
C (-3.98, 0.22, -1.21)  -0.049
C (-2.63, 0.18, -1.63)  0.367
O (-1.58, 0.67, -0.94)  -0.772
C (-4.48, 0.67, 0.17)  -0.063
C (-4.53, 2.21, 0.20)  -0.592
C (-3.58, 0.14, 1.29)  -0.612
C (-5.89, 0.15, 0.48)  -0.606
C (-5.79, -1.09, -4.37)  -0.078
C (-5.70, -0.21, -5.63)  -0.594
C (-7.19, -0.95, -3.77)  -0.606
C (-5.59, -2.57, -4.76)  -0.595
C (1.74, -1.67, -0.69)  0.347
O (0.91, -0.63, -0.44)  -0.717
C (1.37, -3.03, -0.58)  -0.071
C (2.35, -3.98, -0.90)  -0.148
C (0.00, -3.62, -0.19)  -0.064
C (0.19, -4.59, 0.99)  -0.597
C (-0.55, -4.40, -1.39)  -0.598
C (-1.05, -2.60, 0.25)  -0.597
H (6.21, -5.79, -0.49)  0.214
H (4.84, -5.25, 0.49)  0.211
H (6.03, -4.07, -0.08)  0.205
H (4.72, -6.80, -2.36)  0.219
H (3.22, -5.95, -2.77)  0.214
H (3.49, -6.56, -1.13)  0.207
H (6.21, -5.19, -3.06)  0.218
H (6.21, -3.53, -2.51)  0.202
H (4.97, -4.07, -3.65)  0.212
H (4.96, -2.04, -1.71)  0.206
H (4.53, 0.15, -1.51)  0.187
H (3.50, 0.47, -0.11)  0.204
H (3.43, -0.07, -3.58)  0.210
H (2.57, 1.42, -3.96)  0.199
H (1.44, -1.28, -3.17)  0.221
H (1.23, -0.42, -4.71)  0.192
H (-1.22, 1.40, -4.34)  0.222
H (0.49, 1.80, -4.50)  0.190
H (-1.48, 2.64, -2.34)  0.217
H (-0.42, 3.65, -3.32)  0.198
H (1.92, 4.20, -1.58)  0.187
H (1.73, 3.50, -3.17)  0.205
H (3.44, 2.57, -0.88)  0.177
H (3.80, 2.58, -2.59)  0.200
H (-1.82, 2.49, 0.47)  0.268
H (-0.84, 4.00, 0.34)  0.226
H (-0.17, 4.81, 2.56)  0.223
H (0.72, 1.91, 5.57)  0.215
H (0.03, -0.04, 6.33)  0.213
H (1.71, 0.01, 5.77)  0.202
H (0.85, -1.53, 5.91)  0.224
H (-1.86, -0.46, 4.70)  0.213
H (-1.11, -2.05, 4.48)  0.214
H (-1.49, -1.04, 3.07)  0.229
H (2.28, -0.97, 3.63)  0.197
H (1.15, -0.98, 2.27)  0.221
H (1.09, -2.26, 3.48)  0.219
H (-0.08, 3.42, 6.91)  0.208
H (-1.23, 4.57, 6.21)  0.218
H (0.11, 5.15, 7.20)  0.218
H (2.35, 3.44, 6.09)  0.210
H (2.52, 5.19, 6.20)  0.221
H (2.78, 4.38, 4.65)  0.193
H (-0.52, 6.14, 4.32)  0.216
H (1.18, 6.17, 3.82)  0.201
H (0.71, 6.70, 5.44)  0.224
H (-0.64, -1.61, -2.68)  0.215
H (-0.94, -1.06, -4.33)  0.189
H (-3.08, -1.23, -4.70)  0.201
H (-5.99, -0.11, -1.82)  0.223
H (-3.58, 2.65, -0.10)  0.193
H (-4.78, 2.56, 1.20)  0.210
H (-5.29, 2.57, -0.49)  0.215
H (-2.54, 0.34, 1.11)  0.221
H (-3.71, -0.95, 1.38)  0.210
H (-3.87, 0.58, 2.25)  0.204
H (-6.66, 0.65, -0.10)  0.206
H (-6.11, 0.34, 1.54)  0.217
H (-5.95, -0.93, 0.31)  0.216
H (-5.83, 0.84, -5.36)  0.211
H (-6.49, -0.48, -6.33)  0.212
H (-4.74, -0.33, -6.13)  0.204
H (-7.40, 0.08, -3.48)  0.209
H (-7.31, -1.60, -2.90)  0.211
H (-7.94, -1.24, -4.51)  0.218
H (-4.65, -2.72, -5.30)  0.204
H (-6.40, -2.90, -5.40)  0.213
H (-5.57, -3.20, -3.87)  0.212
H (2.06, -5.02, -0.82)  0.211
H (0.80, -5.46, 0.71)  0.205
H (-0.78, -4.96, 1.32)  0.216
H (0.68, -4.10, 1.83)  0.209
H (0.03, -5.29, -1.60)  0.209
H (-0.55, -3.79, -2.30)  0.205
H (-1.58, -4.70, -1.20)  0.217
H (-0.72, -2.05, 1.13)  0.218
H (-1.97, -3.14, 0.51)  0.211
H (-1.29, -1.90, -0.54)  0.207
C (3.80, 1.41, 2.34)  -0.440
N (3.29, 2.70, 1.92)  -0.357
C (4.22, 3.82, 2.00)  -0.416
C (2.34, 2.77, 1.00)  0.552
O (1.73, 1.76, 0.59)  -0.682
H (4.10, 1.47, 3.38)  0.229
H (4.67, 1.10, 1.75)  0.214
H (3.01, 0.67, 2.23)  0.247
H (4.64, 3.87, 3.00)  0.228
H (3.70, 4.76, 1.80)  0.224
H (5.04, 3.70, 1.29)  0.211
H (1.94, 3.77, 0.81)  0.199

Calculated values
- 2S+1 = 3
- ⟨S²⟩ = 2.02
- electronic energy (eV) = -73349.929
- total charge = +1
- E_HOMO (spin up / spin down) (eV) = -9.218 / -10.009

=====

Entry from the OMol25 dataset: 15 unconnected molecules or ions with the total composition C54H96O45 in a non-equilibrium geometry (ωB97M-V/def2-TZVPD).

Each line ends with the Mulliken charge.
CARTESIAN COORDINATES (ANGSTROEM)
C (11.10, -13.46, 11.60)  -0.146
C (10.01, -14.28, 12.11)  -0.438
O (8.94, -14.03, 11.23)  -0.303
C (9.39, -13.41, 10.17)  0.708
O (8.77, -13.00, 9.18)  -0.454
O (10.68, -13.15, 10.30)  -0.365
H (11.93, -14.17, 11.54)  0.346
H (11.29, -12.56, 12.19)  0.192
H (9.59, -13.92, 13.05)  0.182
H (10.22, -15.35, 12.14)  0.321
C (6.36, -6.89, 6.24)  1.717
C (5.91, -7.68, 5.07)  2.103
O (5.53, -8.88, 5.73)  0.866
C (6.00, -8.95, 6.98)  -0.269
O (5.83, -9.88, 7.78)  -0.591
O (6.57, -7.78, 7.30)  -0.149
H (5.51, -6.30, 6.59)  -1.191
H (7.31, -6.36, 6.14)  -0.782
H (6.80, -7.77, 4.46)  -1.160
H (5.01, -7.32, 4.56)  -0.300
C (5.45, -11.83, 10.52)  0.650
C (5.76, -13.25, 11.11)  -0.052
O (4.56, -13.95, 10.83)  -0.409
C (3.74, -13.35, 9.98)  0.609
O (2.80, -13.88, 9.35)  -0.597
O (4.30, -12.12, 9.72)  -0.296
H (6.26, -11.61, 9.82)  -0.714
H (5.31, -11.00, 11.20)  0.288
H (5.93, -13.21, 12.19)  0.254
H (6.48, -13.91, 10.63)  0.167
C (2.88, -9.65, 4.18)  1.076
C (2.81, -10.90, 3.33)  -0.029
O (1.46, -11.29, 3.43)  -0.448
C (0.76, -10.19, 3.88)  0.375
O (-0.43, -10.18, 4.00)  -0.608
O (1.56, -9.18, 4.12)  -0.199
H (3.45, -8.96, 3.55)  -0.461
H (3.31, -9.90, 5.16)  -0.208
H (3.39, -11.68, 3.81)  0.222
H (3.13, -10.58, 2.34)  0.146
C (5.84, 1.04, 5.05)  -0.309
C (5.45, 0.47, 3.65)  -0.339
O (5.15, -0.86, 3.95)  -0.332
C (5.28, -1.15, 5.22)  0.553
O (4.90, -2.17, 5.76)  -0.188
O (5.83, -0.06, 5.91)  -0.387
H (5.17, 1.76, 5.54)  0.263
H (6.89, 1.34, 5.09)  0.246
H (6.28, 0.55, 2.96)  0.292
H (4.56, 0.97, 3.26)  0.261
C (6.47, -13.31, 7.25)  1.174
C (5.67, -12.90, 6.04)  0.462
O (4.83, -14.05, 5.82)  -0.392
C (4.99, -14.99, 6.78)  0.621
O (4.59, -16.15, 6.78)  -0.660
O (5.89, -14.54, 7.65)  -0.461
H (6.32, -12.56, 8.03)  -0.789
H (7.52, -13.45, 6.98)  0.240
H (6.31, -12.70, 5.18)  -0.130
H (5.02, -12.07, 6.32)  -0.172
C (9.21, -9.62, 15.69)  -1.117
C (9.60, -10.96, 15.00)  -0.201
O (9.94, -10.82, 13.62)  -0.323
C (9.03, -10.41, 12.72)  0.675
O (7.85, -10.13, 12.92)  -0.522
O (9.69, -10.27, 11.55)  -0.440
C (9.20, -9.60, 10.37)  0.269
H (8.29, -9.77, 16.26)  0.354
H (8.85, -8.84, 15.01)  0.294
H (9.99, -9.25, 16.35)  0.286
H (8.74, -11.63, 15.07)  0.261
H (10.53, -11.46, 15.26)  0.379
H (8.57, -8.76, 10.67)  -0.069
H (8.55, -10.30, 9.84)  -0.055
H (9.95, -9.22, 9.68)  0.161
C (5.98, -7.07, 11.81)  -1.053
C (5.15, -7.56, 10.56)  0.135
O (5.20, -6.48, 9.63)  0.272
C (4.20, -5.60, 9.51)  0.295
O (3.17, -5.61, 10.18)  -0.645
O (4.47, -4.75, 8.56)  0.158
C (3.78, -3.49, 8.36)  -0.658
H (6.12, -7.89, 12.51)  0.410
H (5.62, -6.16, 12.29)  0.360
H (6.98, -6.83, 11.44)  0.028
H (4.14, -7.71, 10.93)  0.419
H (5.50, -8.51, 10.15)  -0.245
H (3.17, -3.22, 9.21)  0.417
H (3.11, -3.62, 7.51)  0.011
H (4.47, -2.68, 8.13)  0.139
C (2.96, -6.93, -2.23)  -1.549
C (3.23, -6.98, -0.71)  0.350
O (4.40, -6.25, -0.61)  -0.333
C (4.96, -6.26, 0.65)  0.418
O (4.50, -6.69, 1.70)  -0.043
O (6.17, -5.71, 0.51)  -0.445
C (7.10, -5.84, 1.55)  -0.041
H (2.00, -7.30, -2.59)  0.365
H (3.70, -7.64, -2.61)  0.336
H (3.05, -5.90, -2.56)  0.360
H (3.29, -7.98, -0.27)  0.168
H (2.39, -6.43, -0.27)  0.108
H (7.60, -4.89, 1.71)  0.228
H (7.87, -6.49, 1.14)  0.300
H (6.70, -6.20, 2.50)  -0.106
C (12.88, -0.83, 6.44)  -1.387
C (12.72, -2.25, 6.85)  -0.249
O (11.62, -2.95, 6.35)  -0.054
C (10.33, -2.62, 6.76)  0.500
O (10.04, -1.79, 7.61)  -0.595
O (9.51, -3.40, 6.03)  -0.048
C (8.09, -3.30, 6.19)  -0.242
H (12.68, -0.59, 5.39)  0.296
H (13.92, -0.57, 6.63)  0.373
H (12.17, -0.23, 7.01)  0.331
H (12.74, -2.38, 7.93)  0.330
H (13.63, -2.72, 6.47)  0.341
H (7.61, -4.04, 5.56)  -0.001
H (7.80, -2.27, 6.01)  0.413
H (7.76, -3.58, 7.20)  -0.197
C (1.95, -4.63, 3.41)  -1.064
C (3.00, -4.37, 4.57)  -0.337
O (3.37, -5.48, 5.40)  0.200
C (2.48, -6.10, 6.17)  -0.162
O (1.36, -5.64, 6.42)  -0.607
O (2.95, -7.23, 6.57)  0.745
C (2.24, -8.25, 7.24)  -1.040
H (1.56, -3.62, 3.37)  0.404
H (1.25, -5.47, 3.50)  0.248
H (2.55, -4.77, 2.52)  0.174
H (2.73, -3.61, 5.30)  0.296
H (3.78, -4.02, 3.90)  0.399
H (2.83, -9.05, 7.69)  0.211
H (1.57, -8.71, 6.51)  0.202
H (1.66, -8.02, 8.14)  0.417
C (5.45, -10.18, -0.80)  -0.930
C (5.80, -11.60, -0.18)  -0.330
O (5.47, -11.62, 1.21)  -0.378
C (6.21, -11.08, 2.17)  0.534
O (5.82, -11.18, 3.31)  -0.250
O (7.34, -10.52, 1.73)  -0.408
C (8.25, -10.01, 2.70)  -0.259
H (5.75, -9.27, -0.27)  0.152
H (4.39, -10.06, -0.99)  0.207
H (5.81, -10.08, -1.82)  0.517
H (6.86, -11.72, -0.36)  0.284
H (5.28, -12.47, -0.59)  0.378
H (7.69, -9.34, 3.35)  -0.260
H (9.00, -9.39, 2.21)  0.390
H (8.72, -10.82, 3.26)  0.363
C (-0.81, -10.96, -3.92)  -1.047
C (-1.52, -10.60, -2.60)  -0.309
O (-0.55, -10.11, -1.66)  -0.263
C (-0.86, -9.40, -0.59)  0.561
O (-1.97, -9.15, -0.18)  -0.590
O (0.34, -9.11, -0.09)  -0.168
C (0.39, -8.29, 1.15)  -0.490
H (-0.72, -12.05, -4.00)  0.283
H (0.21, -10.57, -3.96)  0.290
H (-1.39, -10.66, -4.79)  0.325
H (-2.17, -11.36, -2.16)  0.365
H (-2.23, -9.84, -2.95)  0.265
H (0.81, -7.28, 1.08)  0.300
H (1.20, -8.72, 1.74)  -0.139
H (-0.44, -8.38, 1.84)  0.532
C (7.20, -3.40, 11.47)  -1.729
C (7.60, -4.06, 10.19)  0.940
O (9.03, -4.15, 10.15)  -0.394
C (9.62, -5.17, 9.59)  0.586
O (9.15, -6.12, 8.98)  0.009
O (10.94, -4.85, 9.65)  -0.485
C (11.91, -5.45, 8.82)  -0.355
H (6.13, -3.52, 11.68)  0.369
H (7.52, -2.36, 11.54)  0.362
H (7.72, -3.95, 12.25)  0.457
H (7.23, -3.45, 9.37)  0.000
H (7.09, -5.02, 10.18)  -0.248
H (12.60, -4.86, 8.21)  0.195
H (11.57, -6.27, 8.19)  -0.072
H (12.51, -5.91, 9.61)  0.376
C (10.48, -9.62, 5.85)  -0.701
C (10.52, -8.19, 6.35)  0.180
O (11.09, -7.24, 5.45)  -0.351
C (10.31, -6.65, 4.50)  0.431
O (9.10, -6.78, 4.32)  -0.089
O (11.13, -5.77, 3.86)  -0.388
C (10.62, -4.66, 3.09)  -0.346
H (9.87, -9.74, 4.95)  -0.234
H (10.13, -10.24, 6.66)  0.285
H (11.52, -9.90, 5.63)  0.418
H (11.10, -8.13, 7.27)  0.268
H (9.61, -7.83, 6.83)  0.046
H (10.58, -4.94, 2.04)  0.372
H (11.20, -3.77, 3.35)  0.277
H (9.67, -4.31, 3.48)  -0.116

Calculated values
- electronic energy (eV) = -149688.406
- energy above the lowest of the compared OMol25 structures with the same formula, charge and spin (eV) = 0.000
- total charge = 0
- E_HOMO (eV) = -9.728